{"formula": "C80H214N14O26", "method": "the ωB97M-V functional and the def2-TZVPD basis", "symbols": ["C", "C", "O", "H", "H", "H", "H", "H", "H", "C", "C", "O", "H", "H", "H", "H", "H", "H", "C", "C", "O", "H", "H", "H", "H", "H", "H", "C", "C", "O", "H", "H", "H", "H", "H", "H", "C", "C", "O", "H", "H", "H", "H", "H", "H", "C", "C", "O", "H", "H", "H", "H", "H", "H", "C", "O", "C", "C", "N", "C", "C", "O", "C", "H", "H", "H", "H", "H", "H", "H", "H", "H", "H", "H", "H", "H", "H", "H", "C", "O", "C", "C", "N", "C", "C", "O", "C", "H", "H", "H", "H", "H", "H", "H", "H", "H", "H", "H", "H", "H", "H", "H", "C", "O", "C", "C", "N", "C", "C", "O", "C", "H", "H", "H", "H", "H", "H", "H", "H", "H", "H", "H", "H", "H", "H", "H", "C", "O", "C", "C", "N", "C", "C", "O", "C", "H", "H", "H", "H", "H", "H", "H", "H", "H", "H", "H", "H", "H", "H", "H", "C", "O", "C", "C", "N", "C", "C", "O", "C", "H", "H", "H", "H", "H", "H", "H", "H", "H", "H", "H", "H", "H", "H", "H", "C", "O", "C", "C", "N", "C", "C", "O", "C", "H", "H", "H", "H", "H", "H", "H", "H", "H", "H", "H", "H", "H", "H", "H", "C", "C", "C", "O", "C", "N", "H", "H", "H", "H", "H", "H", "H", "H", "H", "H", "H", "C", "C", "C", "O", "C", "N", "H", "H", "H", "H", "H", "H", "H", "H", "H", "H", "H", "C", "C", "C", "O", "C", "N", "H", "H", "H", "H", "H", "H", "H", "H", "H", "H", "H", "C", "C", "C", "O", "C", "N", "H", "H", "H", "H", "H", "H", "H", "H", "H", "H", "H", "C", "C", "C", "O", "C", "N", "H", "H", "H", "H", "H", "H", "H", "H", "H", "H", "H", "C", "C", "C", "O", "C", "N", "H", "H", "H", "H", "H", "H", "H", "H", "H", "H", "H", "C", "C", "C", "O", "C", "N", "H", "H", "H", "H", "H", "H", "H", "H", "H", "H", "H", "C", "C", "C", "O", "C", "N", "H", "H", "H", "H", "H", "H", "H", "H", "H", "H", "H"], "positions_angstrom": [[1.877, -5.976, -2.695], [1.967, -5.242, -4.033], [2.633, -4.084, -3.822], [2.779, -6.226, -2.136], [1.337, -6.839, -3.084], [1.330, -5.372, -1.970], [0.969, -4.949, -4.358], [2.490, -5.910, -4.718], [2.325, -3.933, -2.925], [-0.386, -5.474, 2.676], [0.278, -5.687, 1.353], [1.491, -5.101, 1.245], [0.032, -6.092, 3.470], [-1.412, -5.840, 2.712], [-0.322, -4.437, 3.006], [-0.368, -5.551, 0.485], [0.575, -6.721, 1.176], [1.378, -4.157, 1.112], [3.783, -9.237, 0.191], [3.849, -7.710, 0.116], [3.780, -7.269, 1.372], [3.571, -9.614, -0.809], [2.925, -9.583, 0.768], [4.687, -9.791, 0.443], [2.932, -7.419, -0.397], [4.622, -7.194, -0.454], [3.480, -6.362, 1.287], [6.777, -3.375, 5.511], [7.232, -3.131, 4.117], [7.852, -1.829, 4.287], [6.044, -4.182, 5.515], [6.173, -2.577, 5.942], [7.585, -3.590, 6.210], [6.407, -3.075, 3.407], [7.823, -4.001, 3.830], [8.637, -1.955, 4.826], [2.835, -5.709, 4.510], [2.736, -5.578, 6.025], [3.163, -6.742, 6.520], [3.871, -5.814, 4.187], [2.381, -4.818, 4.077], [2.164, -6.509, 4.196], [1.739, -5.251, 6.318], [3.433, -4.821, 6.384], [2.872, -6.731, 7.434], [7.559, -5.532, -3.884], [6.594, -4.686, -3.233], [7.056, -3.414, -3.026], [8.481, -5.644, -3.313], [7.978, -5.016, -4.747], [7.158, -6.542, -3.971], [6.308, -5.126, -2.278], [5.674, -4.592, -3.810], [7.039, -2.905, -3.840], [-9.625, 2.338, 8.719], [-8.604, 1.591, 9.318], [-7.589, 0.992, 8.618], [-6.891, 1.757, 7.456], [-5.796, 1.075, 6.726], [-6.297, -0.177, 6.179], [-5.449, -0.391, 4.874], [-5.340, 0.738, 4.006], [-6.417, 0.712, 3.056], [-10.302, 2.829, 9.418], [-10.296, 1.675, 8.173], [-9.241, 3.082, 8.021], [-8.097, 0.107, 8.234], [-7.028, 0.491, 9.407], [-6.526, 2.754, 7.702], [-7.711, 1.939, 6.762], [-5.525, 1.664, 5.951], [-7.378, -0.117, 6.055], [-6.075, -1.120, 6.680], [-5.764, -1.304, 4.367], [-4.418, -0.534, 5.197], [-6.440, 1.560, 2.371], [-7.281, 0.768, 3.718], [-6.390, -0.179, 2.429], [-3.385, -4.624, -4.199], [-4.244, -4.089, -3.152], [-3.558, -4.245, -1.883], [-4.351, -3.587, -0.751], [-3.803, -3.876, 0.594], [-4.613, -3.205, 1.648], [-4.171, -3.623, 2.955], [-2.893, -3.113, 3.329], [-2.541, -3.493, 4.621], [-3.147, -5.669, -4.005], [-2.448, -4.071, -4.278], [-3.982, -4.624, -5.111], [-2.530, -3.883, -1.905], [-3.493, -5.283, -1.557], [-5.381, -3.937, -0.808], [-4.344, -2.500, -0.822], [-3.017, -3.277, 0.805], [-5.621, -3.492, 1.349], [-4.483, -2.127, 1.552], [-4.237, -4.695, 3.144], [-4.899, -3.320, 3.707], [-3.103, -2.771, 5.214], [-1.452, -3.474, 4.647], [-2.779, -4.471, 5.041], [-2.337, -0.433, -1.038], [-1.728, -1.260, -0.025], [-1.304, -0.621, 1.116], [-0.356, -1.569, 1.980], [0.712, -1.999, 1.058], [1.862, -1.122, 1.267], [3.078, -1.605, 0.514], [2.991, -1.167, -0.822], [4.181, -1.389, -1.580], [-1.704, 0.322, -1.504], [-3.275, 0.047, -0.756], [-2.648, -1.153, -1.794], [-2.223, -0.386, 1.654], [-0.827, 0.342, 0.933], [-1.002, -2.418, 2.204], [-0.011, -1.121, 2.911], [0.435, -1.906, 0.091], [2.111, -1.260, 2.320], [1.557, -0.088, 1.107], [3.139, -2.693, 0.540], [3.959, -1.065, 0.862], [4.121, -0.900, -2.552], [4.690, -2.351, -1.634], [4.988, -0.784, -1.166], [4.599, -0.749, 4.064], [3.919, 0.328, 3.403], [3.878, 1.544, 4.006], [3.319, 2.569, 2.976], [4.296, 3.419, 2.228], [5.263, 2.608, 1.425], [4.579, 1.909, 0.157], [3.916, 2.945, -0.583], [3.215, 2.366, -1.650], [4.022, -1.252, 4.840], [5.627, -0.564, 4.376], [4.692, -1.593, 3.380], [4.876, 1.839, 4.327], [3.277, 1.312, 4.886], [2.804, 3.287, 3.615], [2.631, 2.173, 2.229], [3.748, 3.948, 1.565], [5.764, 1.915, 2.102], [6.074, 3.170, 0.962], [4.024, 1.026, 0.474], [5.376, 1.587, -0.513], [2.503, 1.559, -1.475], [3.911, 1.995, -2.403], [2.719, 3.095, -2.291], [0.255, 5.576, -3.215], [1.286, 5.799, -2.280], [0.821, 6.173, -1.011], [1.801, 6.584, 0.038], [1.614, 5.671, 1.309], [0.397, 6.185, 1.984], [0.323, 5.354, 3.224], [1.315, 5.683, 4.238], [0.777, 5.568, 5.561], [-0.287, 4.682, -2.906], [0.588, 5.261, -4.204], [-0.493, 6.367, -3.266], [0.263, 5.303, -0.664], [0.020, 6.909, -1.082], [1.898, 7.602, 0.414], [2.832, 6.443, -0.287], [2.377, 5.735, 1.968], [-0.499, 6.054, 1.377], [0.343, 7.225, 2.305], [0.400, 4.287, 3.017], [-0.660, 5.314, 3.693], [0.595, 4.539, 5.870], [-0.172, 6.103, 5.601], [1.646, 5.893, 6.132], [-0.724, 4.197, 10.968], [-1.236, 4.535, 9.691], [-0.749, 4.075, 8.479], [-1.593, 2.944, 7.956], [-1.155, 2.550, 6.622], [-2.008, 1.509, 6.093], [-1.920, 1.575, 4.602], [-2.180, 2.932, 4.296], [-3.489, 3.066, 3.835], [0.152, 4.772, 11.271], [-0.531, 3.132, 11.092], [-1.508, 4.532, 11.647], [0.258, 3.772, 8.768], [-0.630, 4.975, 7.875], [-2.607, 3.339, 7.888], [-1.604, 2.125, 8.675], [-1.133, 3.309, 5.956], [-2.979, 1.636, 6.570], [-1.511, 0.599, 6.428], [-2.548, 0.815, 4.137], [-0.914, 1.325, 4.267], [-4.195, 3.062, 4.665], [-3.628, 2.391, 2.991], [-3.662, 4.030, 3.357], [-0.361, -2.323, -5.529], [-0.095, -0.806, -5.238], [-0.866, 0.066, -6.255], [-0.812, -0.377, -7.641], [0.421, -0.189, -8.290], [-0.314, -0.579, -3.795], [-0.123, -2.480, -6.581], [-1.410, -2.439, -5.260], [0.319, -2.858, -4.866], [0.961, -0.580, -5.384], [-0.775, 1.130, -6.035], [-1.930, 0.047, -6.020], [0.766, 0.816, -8.535], [0.510, -0.754, -9.217], [1.193, -0.658, -7.680], [0.446, -0.862, -3.194], [-0.629, 0.361, -3.602], [6.907, 4.308, -2.638], [6.431, 5.262, -3.736], [5.005, 4.927, -4.126], [4.951, 3.667, -4.829], [3.673, 3.494, -5.436], [6.508, 6.662, -3.120], [7.251, 3.382, -3.100], [6.177, 4.093, -1.858], [7.821, 4.632, -2.140], [6.973, 5.271, -4.681], [4.706, 5.674, -4.862], [4.294, 5.016, -3.305], [2.853, 3.164, -4.799], [3.738, 2.722, -6.203], [3.330, 4.333, -6.043], [6.336, 7.352, -3.836], [5.816, 6.703, -2.385], [-5.777, 3.105, -4.755], [-5.320, 4.503, -4.521], [-4.051, 4.861, -5.385], [-2.859, 4.310, -4.744], [-1.775, 4.341, -5.677], [-6.490, 5.285, -4.944], [-6.811, 2.925, -4.461], [-5.125, 2.343, -4.329], [-5.903, 2.786, -5.790], [-5.152, 4.789, -3.482], [-3.966, 5.942, -5.493], [-4.231, 4.515, -6.403], [-1.833, 4.030, -6.720], [-1.003, 3.703, -5.248], [-1.390, 5.341, -5.876], [-7.241, 5.252, -4.269], [-6.929, 4.943, -5.787], [-5.307, -0.993, -4.371], [-5.753, -0.971, -5.815], [-4.878, -1.869, -6.716], [-5.184, -1.586, -8.056], [-3.974, -1.388, -8.835], [-7.192, -1.363, -5.898], [-5.290, -2.007, -3.971], [-5.886, -0.512, -3.582], [-4.296, -0.587, -4.418], [-5.679, 0.052, -6.185], [-5.209, -2.897, -6.569], [-3.845, -1.770, -6.384], [-3.464, -0.476, -8.522], [-4.237, -1.019, -9.826], [-3.278, -2.202, -9.038], [-7.294, -1.709, -6.841], [-7.314, -2.214, -5.368], [10.656, -0.512, 2.929], [9.708, 0.523, 2.234], [9.104, 0.044, 0.885], [10.213, -0.289, -0.046], [9.740, -0.190, -1.404], [8.548, 0.849, 3.102], [10.322, -1.544, 2.831], [10.712, -0.346, 4.005], [11.642, -0.431, 2.471], [10.231, 1.470, 2.101], [8.498, 0.845, 0.462], [8.413, -0.780, 1.062], [8.983, -0.955, -1.576], [10.531, -0.413, -2.120], [9.367, 0.801, -1.661], [8.344, -0.035, 3.545], [8.998, 1.330, 3.868], [-2.112, 3.951, 0.576], [-3.000, 3.693, -0.634], [-4.429, 3.316, -0.246], [-5.247, 2.725, -1.263], [-6.438, 2.165, -0.852], [-2.877, 4.668, -1.696], [-2.490, 4.890, 0.980], [-1.029, 4.076, 0.567], [-2.383, 3.153, 1.267], [-2.492, 2.862, -1.124], [-4.852, 4.242, 0.143], [-4.357, 2.556, 0.533], [-6.252, 1.126, -0.579], [-7.208, 2.142, -1.623], [-6.844, 2.667, 0.027], [-3.425, 4.477, -2.523], [-1.954, 4.458, -2.050], [6.236, 0.063, -4.330], [5.580, -1.144, -5.088], [4.875, -0.730, -6.456], [4.741, -1.762, -7.450], [3.989, -2.928, -7.082], [6.735, -2.023, -5.442], [6.746, 0.806, -4.943], [6.881, -0.337, -3.547], [5.440, 0.622, -3.839], [4.830, -1.620, -4.456], [5.496, -0.122, -7.115], [3.922, -0.228, -6.291], [4.219, -3.697, -7.820], [2.923, -2.734, -6.965], [4.528, -3.296, -6.208], [6.394, -2.521, -6.252], [7.489, -1.467, -5.818], [-9.057, -2.424, -1.933], [-8.544, -1.592, -0.754], [-9.495, -0.441, -0.409], [-8.992, 0.313, 0.711], [-9.655, 1.568, 1.052], [-8.409, -2.538, 0.332], [-8.999, -1.877, -2.874], [-10.117, -2.665, -2.015], [-8.269, -3.118, -2.224], [-7.676, -0.996, -1.037], [-10.431, -0.925, -0.131], [-9.529, 0.305, -1.203], [-9.918, 2.334, 0.322], [-8.989, 2.089, 1.739], [-10.554, 1.287, 1.602], [-7.844, -1.984, 0.959], [-9.312, -2.638, 0.775]], "forces_ev_per_angstrom": [[-0.885, -0.365, -0.873], [-0.232, -1.705, 0.826], [1.577, 2.494, 0.275], [0.387, -0.170, -0.870], [-0.286, -0.634, 1.344], [-0.697, -0.158, -0.044], [-0.397, -0.872, -0.431], [-0.100, 0.311, -0.480], [0.634, 1.237, 0.210], [-0.574, -0.585, 0.972], [-0.998, -2.551, -0.593], [2.504, 1.668, -0.422], [0.692, 0.120, -0.060], [-0.347, 0.488, -0.494], [-0.187, 0.043, -0.192], [-0.373, 0.880, -0.029], [-0.599, -0.677, 0.612], [-0.075, 0.789, 0.105], [0.391, -0.411, -1.757], [-1.114, -1.869, -2.046], [0.153, 1.854, 3.157], [-0.066, 0.003, -0.333], [0.222, 0.354, 0.387], [0.092, 0.416, 0.588], [-0.371, -0.014, -0.381], [0.759, -0.679, -0.247], [-0.240, 0.385, 0.758], [-2.020, -1.226, 0.896], [-0.213, 0.831, 1.448], [0.516, -0.473, -1.738], [0.257, -0.678, 0.245], [0.325, 0.497, -0.281], [0.068, -0.129, -0.146], [0.138, 0.452, 0.042], [0.801, 0.529, -0.435], [0.129, -0.054, 0.080], [-0.952, 1.004, 0.385], [0.412, 2.623, -2.315], [0.062, -3.081, 2.188], [-0.214, -0.277, -0.110], [0.305, 0.213, -0.304], [0.521, -0.324, -0.132], [-0.367, -0.298, 0.124], [-0.029, 0.805, -0.145], [0.346, -0.646, 0.304], [2.206, -1.191, -0.514], [-2.027, 0.453, 0.666], [0.858, 1.462, 1.806], [-0.090, -0.002, 0.667], [-0.583, -0.571, -0.796], [0.109, -0.010, -0.854], [-0.092, 0.110, 0.284], [-0.387, -0.457, -0.278], [-0.016, 0.157, -0.861], [-0.189, -0.433, -1.133], [-0.855, 2.334, 2.253], [0.169, -1.893, -0.878], [0.039, 0.360, 0.107], [-1.122, -0.756, 1.910], [1.345, 0.313, -2.163], [0.058, 0.279, 0.572], [-0.352, -0.630, -0.808], [-0.098, 0.253, 1.004], [0.674, -0.041, 0.583], [-0.063, -0.241, -0.481], [0.004, 0.161, 0.005], [0.260, -0.443, -1.188], [1.055, 0.728, -0.136], [0.004, -0.051, 0.611], [-0.318, 0.077, -0.354], [-0.020, 0.068, -0.093], [-0.210, -0.198, -0.495], [0.019, 0.306, 0.923], [-0.117, 0.069, -0.338], [0.022, -0.202, 0.248], [0.477, 0.256, 0.324], [-0.759, -0.268, -0.730], [-0.111, -0.246, 0.197], [-1.154, -0.038, 0.686], [1.734, -0.588, 0.475], [-0.802, 0.036, 0.557], [0.592, 0.775, 0.394], [0.007, 0.271, 0.563], [-0.530, -0.615, -2.916], [-0.377, -0.790, 2.942], [-0.657, -1.150, -1.783], [0.241, 0.786, 0.596], [0.067, -0.145, 0.236], [-0.119, 0.189, -0.119], [0.235, 0.365, -0.065], [0.105, 0.364, -0.292], [-0.001, -0.463, -0.491], [-0.074, -0.042, 0.121], [-0.315, 0.311, -0.671], [1.388, -0.514, -1.384], [-0.477, 0.241, 0.993], [-0.308, 0.469, 0.020], [0.560, -0.463, -0.717], [-0.295, 0.790, 0.277], [0.706, 0.119, 1.033], [-0.048, 0.675, 0.509], [-0.572, -0.532, -0.863], [-0.383, -1.183, -0.066], [0.009, -0.180, -1.904], [0.002, 0.620, 2.482], [-2.038, -0.003, -2.893], [0.818, -0.170, 0.959], [0.084, -1.226, 0.645], [0.041, 1.455, -0.559], [-0.138, -0.814, -1.878], [0.903, 1.594, 0.406], [0.444, -0.096, 0.348], [-0.007, 0.194, 0.761], [0.286, 0.125, -0.241], [-0.061, 0.214, 0.765], [0.373, 0.133, -0.381], [0.178, -0.103, 0.274], [0.173, 0.127, -0.292], [-0.560, -0.044, -0.042], [0.146, 0.404, 0.128], [0.637, 0.346, -0.188], [0.285, -0.118, 0.354], [0.344, -0.579, 0.880], [-0.765, -0.538, -0.165], [-0.993, -0.709, -0.038], [0.207, 0.312, 0.663], [-0.337, -0.337, -0.683], [1.118, -3.581, -1.800], [0.051, 0.805, -0.224], [0.385, 1.128, 0.803], [1.315, -1.246, 0.030], [-1.314, -0.231, -0.983], [1.817, 1.131, 1.202], [-1.102, -1.006, 0.796], [0.217, 0.266, -1.892], [-0.263, 0.712, 0.714], [-0.087, 0.610, 0.224], [-0.048, 0.323, -0.722], [0.202, 0.395, 0.141], [-0.504, 1.374, 0.456], [-0.483, 0.136, -0.235], [-0.328, -0.742, 0.491], [-0.145, 0.166, -0.071], [-0.176, -0.356, -0.239], [-0.155, 0.757, 0.441], [-0.821, 0.318, -0.317], [0.307, -0.505, 0.084], [0.033, -0.024, 0.836], [0.600, -0.616, 0.062], [-0.345, 0.698, 0.746], [-0.461, -0.988, 0.714], [1.372, 0.851, -1.061], [-2.202, -0.252, 0.087], [2.498, -1.741, 2.330], [-1.362, 2.205, -2.434], [0.794, -1.144, 0.855], [-0.761, -1.276, 1.772], [-1.157, -0.078, -1.006], [1.189, -0.341, -1.034], [-0.346, -0.251, 0.281], [0.733, 0.699, 0.102], [0.183, 0.345, -0.095], [0.112, -0.282, 0.607], [-0.017, 0.533, -0.415], [-1.099, 0.406, -0.483], [0.026, -0.583, -0.407], [0.359, 0.394, -0.087], [0.140, -0.353, -0.132], [0.692, 0.488, -0.230], [0.581, -0.193, -0.543], [-0.372, 0.865, 0.126], [-0.041, -0.325, -0.290], [0.219, 0.461, 0.554], [-0.695, 0.544, 0.675], [-0.449, 0.233, -0.435], [-1.836, 1.233, 1.504], [1.916, -0.257, 1.526], [0.183, 1.157, -1.149], [0.766, -0.200, 0.788], [1.469, -0.424, 0.905], [0.284, -0.192, 0.594], [0.079, -0.072, -1.441], [-0.383, 1.210, -0.822], [0.409, 0.018, -0.414], [-0.012, -0.132, -0.027], [-0.025, -0.369, 0.136], [0.538, -0.587, -0.985], [-0.356, -0.322, -0.652], [-0.519, -0.037, 0.279], [0.191, -0.189, -0.181], [-0.246, 0.342, 0.466], [-0.615, -0.471, -0.592], [-0.641, -0.636, 0.097], [-0.575, 0.434, -0.306], [0.287, 0.258, 0.155], [-0.308, -0.786, -0.173], [-0.699, -0.559, 0.512], [0.569, 0.492, 0.197], [0.620, 2.102, 0.342], [1.102, -1.004, -0.279], [-1.492, -0.386, 0.629], [-0.062, 1.125, 0.991], [1.354, -0.925, 0.327], [-1.532, 0.425, -0.817], [-0.293, -0.508, 0.109], [0.063, -0.548, -0.261], [-0.237, -0.380, -0.143], [0.337, -0.248, -0.537], [1.252, 0.455, -0.771], [-0.390, -0.862, -0.036], [-0.578, 0.456, 0.346], [-0.820, -0.063, -0.099], [0.410, 0.184, 0.191], [0.158, 0.193, -0.261], [0.241, 0.050, 0.232], [1.284, -0.590, -0.733], [-0.598, 1.193, 1.931], [-0.020, 0.157, -1.262], [-1.090, 0.409, 0.429], [0.306, -0.692, -0.930], [0.278, -1.671, -1.088], [-0.497, -0.413, 0.023], [-0.305, 0.084, -0.237], [-0.098, 0.577, -0.037], [0.606, -0.201, 0.383], [-0.207, 0.360, -0.087], [-0.023, -0.435, 0.337], [0.150, 0.262, 0.658], [0.468, -0.381, 0.153], [0.156, 0.675, 0.397], [-0.338, 0.209, 0.136], [-0.175, 0.323, 0.011], [0.354, -2.418, 0.367], [-0.615, 0.551, -1.579], [-0.865, 0.106, 1.384], [-0.878, 0.172, -2.546], [1.033, 0.089, 0.558], [0.047, 1.841, -0.285], [0.130, 0.137, 0.951], [-0.044, -0.147, 0.288], [0.642, 0.674, -0.602], [0.133, -0.411, 0.030], [0.123, 0.219, 0.386], [0.366, -0.615, -0.060], [-1.443, -0.853, -0.015], [0.180, 0.264, 0.101], [0.101, 0.484, 0.819], [0.260, 0.017, 0.376], [0.378, -0.204, -0.278], [0.690, -0.601, 0.138], [-1.346, -0.273, 0.396], [-1.238, 0.064, 1.294], [2.125, 0.060, -1.303], [-0.941, 1.678, -0.901], [0.736, 0.134, -0.470], [0.477, -0.377, -0.315], [-0.312, 0.805, -0.654], [0.208, -0.047, 0.719], [0.016, 0.082, -0.198], [0.265, -0.322, 0.466], [0.345, 0.083, -0.623], [0.506, -0.348, 0.896], [-0.779, -0.504, -0.233], [-0.262, -0.434, 0.860], [-0.496, 0.249, -0.509], [0.053, -0.176, 0.527], [-0.236, 0.425, -0.920], [-0.586, -0.740, 0.039], [1.949, 0.364, -0.087], [-1.704, 0.611, 0.121], [0.284, -0.637, 0.425], [0.792, -0.262, 0.001], [-0.212, 0.009, -0.339], [0.170, 0.424, 0.011], [0.105, -0.161, 0.205], [0.232, -0.144, -0.347], [0.118, 0.234, -0.041], [0.224, -0.495, -0.096], [-0.368, 0.084, -0.045], [0.378, -0.009, 0.399], [-0.197, 0.155, 0.259], [-0.794, -0.314, -0.049], [-0.263, 0.632, 0.324], [-1.784, 0.827, 0.867], [1.156, -2.137, -1.921], [0.151, -0.393, 0.244], [1.626, 1.574, -1.283], [-0.314, -0.723, 0.961], [0.282, 1.489, 0.047], [0.028, 0.185, 0.556], [-0.085, -0.445, -0.940], [0.410, 0.071, 0.339], [-0.581, -1.392, 0.437], [-0.624, 0.040, 0.171], [0.042, 0.148, 0.518], [-0.158, -0.329, 0.269], [0.271, 0.346, -0.301], [-0.187, 0.156, 0.121], [-0.502, -0.348, 0.254], [0.256, 0.702, -0.163], [-1.741, -0.378, 0.005], [1.552, 1.536, -1.761], [0.542, -0.308, -0.338], [-0.693, -0.569, 0.249], [1.720, 0.310, 0.175], [-1.288, -0.351, 0.138], [0.187, -0.393, -0.296], [0.116, 0.044, -0.087], [0.003, 0.172, 0.189], [0.385, -0.417, 0.065], [0.320, 0.932, 0.969], [-0.225, 0.015, 0.175], [-0.471, 0.238, -0.387], [0.044, -0.116, 0.226], [-1.001, -0.357, 0.687], [0.328, -0.620, -0.228], [0.112, 0.386, 0.155], [0.930, 1.800, -2.078], [-1.938, 0.366, -1.194], [0.122, 0.578, 0.673], [0.241, 0.822, -0.174], [0.211, -1.307, 0.898], [1.490, 0.934, 0.444], [0.038, 1.056, -0.132], [0.183, -0.921, 0.990], [-0.666, -1.072, 0.765], [0.929, -1.012, 0.203], [-0.653, 0.464, -0.212], [-0.644, -0.458, -0.565], [0.172, -0.642, -0.950], [0.101, -0.261, 0.124], [-0.232, 0.274, 0.014], [0.111, -0.458, 1.053], [-0.231, -0.128, 0.141]], "lowdin_charge": [-0.07, -0.36, -0.08, 0.06, 0.09, 0.07, 0.10, 0.12, 0.07, -0.07, -0.36, -0.08, 0.06, 0.08, 0.05, 0.11, 0.12, 0.05, -0.07, -0.39, -0.06, 0.06, 0.08, 0.07, 0.08, 0.11, 0.07, -0.11, -0.27, -0.12, 0.07, 0.07, 0.08, 0.10, 0.12, 0.08, -0.08, -0.40, -0.04, 0.08, 0.06, 0.07, 0.11, 0.10, 0.10, -0.11, -0.41, -0.09, 0.08, 0.08, 0.08, 0.11, 0.10, 0.01, -0.11, -0.19, -0.23, -0.18, -0.05, -0.20, -0.20, -0.24, -0.07, 0.09, 0.08, 0.08, 0.11, 0.13, 0.12, 0.10, 0.07, 0.10, 0.12, 0.10, 0.11, 0.07, 0.09, 0.08, -0.08, -0.20, -0.21, -0.20, -0.03, -0.22, -0.24, -0.20, -0.12, 0.08, 0.06, 0.08, 0.11, 0.12, 0.12, 0.10, 0.07, 0.12, 0.12, 0.13, 0.11, 0.08, 0.08, 0.09, -0.07, -0.20, -0.23, -0.13, -0.05, -0.20, -0.21, -0.20, -0.09, 0.07, 0.08, 0.07, 0.11, 0.11, 0.07, 0.12, 0.10, 0.11, 0.12, 0.12, 0.11, 0.07, 0.09, 0.07, -0.08, -0.22, -0.23, -0.16, -0.05, -0.15, -0.18, -0.18, -0.12, 0.09, 0.08, 0.07, 0.12, 0.12, 0.10, 0.11, 0.06, 0.09, 0.10, 0.09, 0.11, 0.09, 0.07, 0.07, -0.11, -0.17, -0.24, -0.13, -0.02, -0.22, -0.23, -0.20, -0.10, 0.06, 0.08, 0.10, 0.10, 0.12, 0.11, 0.11, 0.09, 0.09, 0.12, 0.11, 0.10, 0.06, 0.09, 0.10, -0.10, -0.21, -0.24, -0.19, -0.07, -0.22, -0.20, -0.20, -0.12, 0.08, 0.09, 0.09, 0.12, 0.11, 0.12, 0.13, 0.08, 0.10, 0.12, 0.11, 0.12, 0.09, 0.07, 0.09, -0.03, -0.41, -0.17, -0.19, -0.11, 0.06, 0.07, 0.06, 0.05, 0.11, 0.11, 0.11, 0.09, 0.09, 0.06, 0.07, 0.06, -0.06, -0.38, -0.22, -0.18, -0.12, 0.04, 0.07, 0.07, 0.07, 0.14, 0.11, 0.12, 0.07, 0.07, 0.08, 0.06, 0.06, -0.10, -0.40, -0.15, -0.19, -0.13, 0.01, 0.08, 0.07, 0.08, 0.12, 0.12, 0.12, 0.08, 0.07, 0.08, 0.07, 0.07, -0.07, -0.41, -0.22, -0.17, -0.09, 0.04, 0.06, 0.07, 0.07, 0.12, 0.12, 0.11, 0.08, 0.08, 0.09, 0.05, 0.06, -0.06, -0.39, -0.16, -0.19, -0.11, 0.04, 0.07, 0.07, 0.07, 0.13, 0.10, 0.12, 0.08, 0.08, 0.08, 0.01, 0.06, -0.04, -0.44, -0.16, -0.19, -0.13, 0.07, 0.08, 0.07, 0.06, 0.12, 0.14, 0.11, 0.08, 0.09, 0.08, 0.03, 0.03, -0.04, -0.34, -0.16, -0.23, -0.07, 0.04, 0.08, 0.07, 0.05, 0.11, 0.13, 0.11, 0.09, 0.08, 0.07, 0.06, 0.09, -0.07, -0.45, -0.19, -0.23, -0.09, 0.06, 0.06, 0.08, 0.08, 0.13, 0.12, 0.13, 0.08, 0.07, 0.08, 0.05, 0.08], "max_force_ev_per_a": 4.16, "mol_weight_g_mol": 1788.66, "e_homo_ev": -8.3, "total_energy_ha": -5898.326043}